Entry 1:
ORCA calculation (ωB97M-V/def2-TZVPD) on C19H25NO in the gas phase.

Calculated values
E_LUMO = 0.032 hartree
structure (SMILES) = C[C@@H](CCc1ccc(O)cc1)N(C)CCc1ccccc1
E_tot = -23646.3332 eV
ΔE to the lowest compared entry with this formula, charge and spin = 5.8 kcal/mol
total charge = 0

Each line ends with the Löwdin charge.
Atoms and positions in Å:
1 C 0.193 -0.318 -2.720  -0.043
2 H -0.590 -0.739 -3.345  0.071
3 H 0.932 -1.091 -2.527  0.075
4 H 0.668 0.491 -3.271  0.074
5 C -0.401 0.207 -1.405  -0.384
6 N 0.543 0.949 -0.576  -0.192
7 C 1.723 0.207 -0.188  -0.069
8 H 2.433 0.062 -1.018  0.091
9 H 1.434 -0.764 0.203  0.084
10 H 2.238 0.754 0.599  0.074
11 C 0.871 2.269 -1.081  -0.200
12 H 0.059 2.601 -1.733  0.118
13 C 1.002 3.299 0.059  -0.129
14 C 2.322 3.253 0.771  -0.260
15 C 3.489 3.615 0.106  -0.050
16 C 4.713 3.571 0.747  -0.086
17 C 4.790 3.172 2.071  -0.098
18 C 3.634 2.821 2.747  -0.087
19 C 2.411 2.862 2.102  -0.060
20 H 1.512 2.582 2.633  0.113
21 H 3.685 2.513 3.782  0.101
22 H 5.745 3.139 2.574  0.098
23 H 5.610 3.853 0.215  0.101
24 H 3.435 3.938 -0.925  0.112
25 H 0.190 3.124 0.765  0.114
26 H 0.874 4.294 -0.375  0.117
27 H 1.799 2.263 -1.674  0.116
28 C -1.037 -0.928 -0.589  -0.158
29 H -1.122 -0.600 0.448  0.124
30 H -0.402 -1.815 -0.613  0.113
31 C -2.430 -1.309 -1.106  -0.159
32 C -2.994 -2.448 -0.307  -0.251
33 C -2.750 -3.763 -0.677  -0.041
34 C -3.240 -4.818 0.072  -0.026
35 C -3.988 -4.570 1.215  -0.328
36 C -4.236 -3.256 1.598  -0.012
37 C -3.740 -2.213 0.842  -0.035
38 H -3.939 -1.197 1.147  0.115
39 H -4.819 -3.077 2.488  0.115
40 O -4.496 -5.576 1.982  0.048
41 H -4.252 -6.428 1.602  0.103
42 H -3.044 -5.838 -0.233  0.111
43 H -2.171 -3.970 -1.566  0.115
44 H -2.362 -1.599 -2.156  0.109
45 H -3.089 -0.442 -1.033  0.118
46 H -1.200 0.918 -1.649  0.137

Cartesian forces (eV/Å) of the 2 atoms listed first:
-0.154 0.215 0.255
-0.050 -0.078 -0.125

---

Entry 2:
ORCA calculation (ωB97M-V/def2-TZVPD) on an isolated ion of composition C5H13N and charge -1 in a non-equilibrium geometry.

Calculated values
2S+1 = 2
E_LUMO (alpha / beta) = 0.155 / 0.156 hartree
E_tot = -6882.9654 eV
ΔE to the lowest compared entry with this formula, charge and spin = 35.9 kcal/mol
total charge = -1

Each line ends with the Löwdin charge.
Atoms and positions in Å:
1 C -1.995 0.165 -0.721  -0.146
2 C -0.449 0.657 -0.639  -0.442
3 C 0.441 -0.577 -0.229  -0.457
4 C 1.902 -0.380 -0.462  -0.206
5 C 0.265 -0.887 1.266  -0.336
6 N -0.031 1.755 0.168  0.025
7 H -2.406 -0.484 -1.484  0.050
8 H -2.625 1.049 -0.590  0.045
9 H -2.133 -0.318 0.216  -0.004
10 H -0.268 0.839 -1.676  0.093
11 H 0.014 -1.356 -0.889  0.123
12 H 2.089 -0.239 -1.534  0.050
13 H 2.176 0.646 -0.020  0.064
14 H 2.632 -1.189 -0.071  0.076
15 H -0.875 -0.907 1.379  0.026
16 H 0.588 -0.278 2.149  0.010
17 H 0.577 -1.930 1.522  0.023
18 H 0.787 1.719 0.739  0.014
19 H -0.689 1.716 0.874  -0.008

Cartesian forces (eV/Å) of the 2 atoms listed first:
1.266 2.292 2.228
1.018 -3.266 -1.438

---

Entry 3:
ORCA calculation (ωB97M-V/def2-TZVPD) on C24H35N2O6PdSi2 as an isolated structure in a non-equilibrium geometry.

Calculated values
2S+1 = 5
E_LUMO (alpha / beta) = -0.151 / -0.278 hartree
E_tot = -59946.7146 eV
ΔE to the lowest compared entry with this formula, charge and spin = 60.9 kcal/mol
total charge = +1

Each line ends with the Löwdin charge.
Atoms and positions in Å:
1 Pd 0.382 1.081 -0.800  0.724
2 O 1.921 4.758 1.141  0.160
3 C 1.774 3.812 0.233  -0.486
4 O 0.729 3.559 -0.328  0.034
5 C 3.091 3.102 -0.066  -0.088
6 O 2.884 1.767 -0.486  -0.197
7 C 3.125 0.816 0.527  -0.118
8 C 2.029 0.837 1.674  -0.678
9 O 2.375 0.403 2.755  0.029
10 O 0.915 1.300 1.341  -0.091
11 H 1.093 5.229 1.332  0.150
12 H 3.574 3.637 -0.892  0.148
13 H 3.731 3.155 0.820  0.145
14 H 3.079 -0.168 0.048  0.121
15 H 4.102 0.959 0.999  0.130
16 C 1.625 3.143 -3.552  -0.199
17 Si 0.592 1.563 -3.151  0.641
18 C 1.176 0.119 -4.304  -0.224
19 C -1.309 1.854 -3.497  -0.304
20 C -1.670 2.068 -4.822  -0.107
21 C -2.994 2.265 -5.174  -0.075
22 C -3.976 2.259 -4.198  -0.075
23 C -3.627 2.052 -2.877  -0.107
24 C -2.299 1.841 -2.513  -0.309
25 Si -1.975 1.487 -0.632  0.619
26 C -2.905 -0.121 -0.091  -0.218
27 C -2.414 2.979 0.502  -0.208
28 H 1.579 3.354 -4.617  0.025
29 H 2.669 3.002 -3.284  0.017
30 H 1.245 4.010 -3.016  0.020
31 H 1.567 0.514 -5.237  0.025
32 H 0.345 -0.534 -4.551  0.016
33 H 1.956 -0.491 -3.858  0.011
34 H -0.913 2.078 -5.591  0.101
35 H -3.257 2.420 -6.209  0.107
36 H -5.012 2.410 -4.463  0.106
37 H -4.390 2.048 -2.115  0.099
38 H -3.978 0.042 -0.110  0.019
39 H -2.630 -0.401 0.922  0.000
40 H -2.682 -0.960 -0.744  0.009
41 H -3.490 3.069 0.626  0.018
42 H -2.036 3.910 0.089  0.016
43 H -1.969 2.839 1.484  0.016
44 C -0.798 -4.859 4.738  -0.017
45 C 0.640 -4.347 4.635  -0.148
46 N 0.817 -3.373 3.586  0.093
47 C 0.858 -1.993 3.969  -0.153
48 C -0.527 -1.381 4.213  -0.009
49 C 0.770 -3.913 2.304  -0.293
50 O 0.870 -5.144 2.221  0.141
51 C 0.601 -3.145 1.072  -0.059
52 C 0.659 -3.936 -0.120  0.037
53 C 0.481 -3.363 -1.349  -0.005
54 C 0.282 -1.985 -1.433  -0.061
55 N 0.249 -1.228 -0.321  0.018
56 C 0.356 -1.773 0.877  -0.058
57 H -0.847 -5.648 5.481  0.098
58 H -1.117 -5.267 3.784  0.086
59 H -1.475 -4.061 5.030  0.076
60 H 1.274 -5.207 4.388  0.149
61 H 0.955 -3.901 5.579  0.141
62 H 1.412 -1.418 3.229  0.091
63 H 1.425 -1.927 4.904  0.153
64 H -1.194 -1.583 3.377  0.082
65 H -0.421 -0.307 4.335  0.105
66 H -0.973 -1.787 5.115  0.080
67 H 0.835 -4.995 -0.005  0.127
68 H 0.507 -3.951 -2.252  0.122
69 H 0.109 -1.480 -2.372  0.093
70 H 0.221 -1.092 1.701  0.091

Cartesian forces (eV/Å) of the 2 atoms listed first:
-0.460 -0.351 1.154
0.276 0.371 0.369

---

Entry 4:
ORCA calculation (ωB97M-V/def2-TZVPD) on C30H38Br3F5N5O4SSbSiYb as an isolated structure in a non-equilibrium geometry.

Calculated values
2S+1 = 2
E_LUMO (alpha / beta) = -0.140 / -0.140 hartree
E_tot = -327847.1271 eV
ΔE to the lowest compared entry with this formula, charge and spin = 179.3 kcal/mol
total charge = +1

Each line ends with the Löwdin charge.
Atoms and positions in Å:
1 Yb -11.336 -8.865 13.889  1.188
2 O -10.701 -5.754 10.463  0.111
3 C -10.231 -5.729 11.710  -0.339
4 O -11.013 -6.304 12.692  0.003
5 C -8.895 -5.458 11.921  -0.195
6 C -8.047 -4.752 11.016  -0.020
7 C -6.693 -5.112 10.942  -0.071
8 C -6.156 -6.118 11.750  0.031
9 C -7.128 -7.007 12.543  -0.466
10 N -8.275 -6.179 12.980  -0.058
11 C -8.772 -9.028 12.141  -0.468
12 O -9.184 -9.862 11.228  0.101
13 O -9.252 -8.969 13.249  -0.037
14 H -11.576 -6.192 10.432  0.121
15 H -8.475 -4.126 10.227  0.123
16 H -6.068 -4.535 10.300  0.098
17 H -5.186 -6.527 11.513  0.094
18 H -8.767 -9.528 10.398  0.115
19 Br -10.822 -6.872 16.431  0.756
20 C -12.255 -8.184 16.857  -0.884
21 Br -11.611 -10.013 16.466  0.687
22 H -13.099 -7.975 16.228  -0.021
23 H -12.512 -8.141 17.904  0.020
24 C -5.483 -12.246 12.990  -0.105
25 C -5.021 -10.843 13.513  -0.272
26 C -5.618 -9.558 12.940  -0.596
27 N -5.902 -8.590 13.790  -0.067
28 N -6.619 -7.524 13.780  -0.005
29 C -7.608 -8.143 11.609  -0.473
30 N -7.977 -7.752 10.253  0.025
31 S -5.982 -9.212 11.195  0.973
32 H -4.802 -12.920 13.489  0.055
33 H -5.305 -12.286 11.912  0.051
34 H -6.599 -12.419 13.176  0.086
35 H -3.963 -10.724 13.370  0.078
36 H -5.073 -10.679 14.604  0.102
37 H -7.185 -7.873 9.621  0.062
38 H -8.522 -6.932 9.993  0.083
39 F -13.147 -7.632 13.844  -0.052
40 C -13.196 -6.236 13.690  -0.116
41 C -12.115 -5.560 13.220  -0.095
42 C -12.048 -4.165 13.463  -0.081
43 F -10.844 -3.599 13.247  0.131
44 C -13.073 -3.475 14.074  -0.096
45 F -12.951 -2.175 14.454  0.142
46 C -14.154 -4.175 14.537  -0.097
47 F -15.070 -3.564 15.321  0.146
48 C -14.280 -5.552 14.202  -0.058
49 F -15.407 -6.155 14.765  0.082
50 C -8.077 -4.198 16.851  -0.175
51 Si -7.273 -4.167 15.061  0.602
52 C -5.477 -4.549 14.971  -0.177
53 C -7.830 -2.696 14.038  -0.177
54 C -8.382 -5.688 14.359  -0.253
55 H -7.371 -3.988 17.721  0.052
56 H -8.374 -5.237 16.981  -0.031
57 H -8.934 -3.553 16.898  0.006
58 H -5.139 -5.524 15.335  0.046
59 H -5.005 -3.697 15.507  0.046
60 H -5.152 -4.529 13.988  -0.012
61 H -7.404 -1.796 14.437  0.014
62 H -8.922 -2.609 13.986  0.012
63 H -7.491 -2.703 12.960  0.047
64 H -9.430 -5.326 14.537  0.032
65 H -8.180 -6.456 15.063  0.021
66 C -13.633 -13.737 16.166  -0.360
67 Sb -12.825 -15.674 15.512  1.209
68 C -14.130 -16.787 16.874  -0.364
69 C -10.959 -15.264 16.667  -0.342
70 H -14.523 -14.009 16.766  0.003
71 H -13.820 -12.984 15.361  -0.027
72 H -12.930 -13.433 16.893  -0.053
73 H -13.866 -17.839 16.885  -0.011
74 H -15.182 -16.790 16.571  0.004
75 H -14.064 -16.400 17.869  -0.012
76 H -10.048 -15.730 16.253  -0.001
77 H -11.147 -15.513 17.706  -0.007
78 H -10.824 -14.168 16.656  -0.020
79 Br -13.446 -8.561 8.848  0.824
80 C -13.564 -9.289 10.584  -0.652
81 C -14.789 -9.549 11.197  -0.071
82 C -14.781 -10.398 12.329  -0.023
83 C -13.617 -10.730 12.970  -0.141
84 N -12.424 -10.348 12.477  -0.076
85 C -12.378 -9.774 11.267  -0.159
86 H -15.722 -9.150 10.768  0.128
87 H -15.740 -10.819 12.631  0.127
88 H -13.590 -11.338 13.832  0.080
89 H -11.395 -9.730 10.785  0.104

Cartesian forces (eV/Å) of the 2 atoms listed first:
2.074 0.074 0.275
-1.936 -0.057 -1.015

---

Entry 5:
ORCA calculation (ωB97M-V/def2-TZVPD) on a 2-piece molecular cluster, C4H4N2O overall in a non-equilibrium geometry.

Calculated values
E_LUMO (alpha / beta) = -0.019 / -0.002 hartree
E_tot = -9235.4866 eV
ΔE to the lowest compared entry with this formula, charge and spin = 115.3 kcal/mol
total charge = 0

Each line ends with the Löwdin charge.
Atoms and positions in Å:
1 C -0.054 -1.337 0.696  -0.233
2 C 2.962 0.047 0.976  -0.103
3 C -1.775 1.313 -0.968  0.002
4 C -0.867 -0.665 -0.262  -0.182
5 N 0.311 -1.855 1.640  0.143
6 N 2.982 0.389 -0.121  0.051
7 O -1.189 0.565 -0.101  -0.050
8 H -1.918 2.325 -0.702  0.065
9 H -2.056 0.872 -1.978  0.113
10 H 2.793 -0.326 1.962  0.042
11 H -1.189 -1.327 -1.142  0.151

Cartesian forces (eV/Å) of the 2 atoms listed first:
-2.416 2.064 -1.448
-0.416 0.022 -0.667